1.
80
Properties=species:S:1:pos:R:3:forces:R:3 method="wB97M-V/def2-TZVPD" total_charge=+2 multiplicity=5 orbital_gap_ev="6.2158 / 7.0974" energy_ev=-90854.71736 e_lumo_ev="-6.04 / -6.86"
Mn -0.017384 0.234208 -1.197463 -1.234 1.369 0.112
P 0.138973 -1.797097 -2.053695 0.341 -2.962 -0.927
P 0.435674 2.346831 -0.317546 -0.219 1.555 0.098
N 1.496124 0.718908 -2.623089 -0.153 0.587 -0.087
C 1.723794 -1.680429 -3.006217 0.432 0.178 -0.324
H 2.364224 -2.538851 -2.781955 -0.132 0.093 -0.032
H 1.493784 -1.736270 -4.077147 0.012 0.034 0.233
C 2.489385 -0.386250 -2.730164 -0.031 0.340 -0.037
H 3.036412 -0.444419 -1.775770 -0.151 0.076 -0.270
H 3.218020 -0.157629 -3.536608 -0.362 -0.224 0.443
C 2.059714 2.120472 -2.543632 -0.160 -0.420 -0.223
H 1.394156 2.763564 -3.152081 0.446 -0.267 0.311
H 3.074290 2.136501 -2.992117 -0.576 0.037 0.221
C 2.086205 2.602226 -1.093679 0.065 0.126 0.268
H 2.361348 3.657145 -1.049265 0.150 0.007 -0.005
H 2.811983 2.033009 -0.491271 -0.079 0.149 -0.210
C 0.603127 2.893014 1.500328 1.340 -0.455 0.677
C 0.989218 1.865219 2.587374 -3.690 -0.735 -2.072
H 1.878862 1.266103 2.407243 -0.160 0.200 0.360
H -0.120897 1.097041 2.260795 2.797 1.174 0.965
H 0.586089 2.042519 3.591271 1.053 0.634 -0.151
C -0.696738 3.633719 -1.079053 0.540 -0.433 0.191
C -2.140201 3.434372 -0.586605 -0.683 0.006 -0.386
H -2.834108 3.502997 -1.436377 0.186 -0.027 0.231
H -2.436806 4.219897 0.124940 0.130 -0.417 -0.300
H -2.312169 2.449566 -0.127516 -0.030 0.270 -0.163
C -1.135168 -2.239204 -3.323142 0.035 0.290 -0.034
C -2.351711 -2.893902 -2.668631 -0.458 -0.037 0.256
H -3.236543 -2.807550 -3.314556 0.317 0.036 0.084
H -2.610729 -2.432750 -1.702054 0.000 -0.149 -0.322
H -2.180213 -3.968525 -2.517631 -0.051 0.358 0.068
C 0.404648 -3.331174 -1.021488 0.149 0.154 0.009
C -0.680906 -3.561016 0.032965 -0.339 -0.207 0.231
H -0.306347 -4.256054 0.799337 -0.073 0.111 -0.251
H -1.591420 -4.004485 -0.390508 0.359 0.094 0.119
H -0.961591 -2.633169 0.544644 -0.027 -0.416 -0.151
C -1.513987 -0.139593 0.010929 -2.725 -0.840 0.548
C -0.182415 5.057936 -0.872219 0.311 0.786 -0.320
H 0.652578 5.139192 -0.152644 -0.354 -0.008 -0.306
H 0.172171 5.490650 -1.817560 -0.033 -0.089 0.266
H -0.992676 5.712050 -0.519697 0.291 -0.143 -0.090
C -0.514797 -3.125519 -4.404166 0.284 -0.244 -0.711
H -1.185470 -3.955370 -4.659983 0.079 0.278 -0.041
H -0.299847 -2.556119 -5.320718 -0.161 -0.233 0.233
H 0.430761 -3.580258 -4.090246 -0.358 0.069 -0.241
C 0.645491 -4.579973 -1.871972 0.107 -0.501 -0.034
H 0.870532 -5.441718 -1.228272 -0.063 0.278 -0.003
H -0.232782 -4.860444 -2.469501 0.300 0.117 0.262
H 1.504510 -4.475459 -2.549134 -0.258 -0.042 0.175
C -0.632338 3.646291 1.930832 -0.317 0.739 0.249
H -1.581309 3.114528 1.768028 0.622 0.097 0.076
H -0.587117 3.894336 2.993140 0.115 -0.005 -0.017
H -0.678783 4.585821 1.383740 -0.250 -0.069 0.263
H 1.518500 3.497369 1.479484 -0.317 0.689 -0.193
H 1.343384 -3.093758 -0.488902 -0.178 0.027 -0.136
H -0.660380 3.374946 -2.156205 -0.011 0.076 0.526
H -1.449668 -1.285829 -3.774759 0.076 -0.173 0.214
O -2.617693 -0.372300 0.443799 3.641 0.737 -1.380
H 0.843525 0.692267 -3.410495 0.548 -0.062 -0.171
H -1.146891 0.778877 -2.033843 -0.749 0.577 -0.956
C -2.474578 0.751231 3.118424 -0.249 0.564 -0.564
N -1.308213 0.045399 3.571867 4.035 -1.365 -1.526
C -1.406984 -0.746443 4.803321 0.429 0.181 -1.016
C -0.116251 -0.171635 2.817653 -2.303 -0.034 1.194
S 0.214812 -0.496079 0.845563 -0.827 -0.998 1.311
N 0.988055 -0.787437 3.321614 -0.231 -0.320 -0.308
C 1.612610 -0.562728 4.628221 0.007 -0.255 0.468
C 1.646635 -1.822661 2.507935 0.411 -0.846 -0.605
H -2.779200 1.449209 3.889968 -0.070 0.263 0.114
H -3.268838 0.032685 2.978051 -0.363 -0.114 -0.176
H -2.356057 1.304764 2.161862 0.220 -0.531 0.796
H -1.086638 -1.763560 4.544064 -0.245 0.135 0.578
H -0.770797 -0.287422 5.549403 -0.204 -0.273 0.468
H -2.440648 -0.690070 5.058153 -0.602 -0.347 0.649
H 2.718877 -0.443165 4.552199 -0.843 -0.036 -0.253
H 1.199126 0.336077 5.083433 0.092 -0.117 0.083
H 1.410508 -1.445583 5.263200 0.165 0.546 -0.050
H 0.898718 -2.565323 2.156391 0.602 0.424 0.246
H 2.194715 -1.435573 1.611551 -0.267 -0.234 0.966
H 2.385732 -2.368165 3.087833 -0.099 0.166 0.476


2.
77
Properties=species:S:1:pos:R:3:forces:R:3 method="wB97M-V/def2-TZVPD" total_charge=-1 orbital_gap_ev=5.7939 energy_ev=-32190.80825 e_lumo_ev=1.96
N -2.714206 -1.017852 11.775410 -0.094 0.036 0.076
C -3.465024 -0.165456 11.212645 0.143 0.015 -0.081
C -2.933500 0.781361 10.164935 -0.093 -0.156 0.194
N -3.080757 0.204841 8.836583 0.103 -0.070 -0.138
N -4.477949 0.323219 8.430681 -0.111 0.185 -0.122
C -2.222609 0.887106 7.836964 -0.355 -0.270 -0.005
C -1.796020 2.328478 8.193251 0.510 0.288 0.019
O -0.560249 2.484800 8.323299 0.136 -0.029 -0.070
O -2.695134 3.178805 8.329370 -0.396 0.003 0.000
H -3.253271 -1.576450 12.436733 0.015 -0.008 0.026
H -4.528284 -0.086911 11.473552 -0.056 -0.013 -0.046
H -1.870883 0.918653 10.364485 -0.007 0.034 -0.130
H -3.441720 1.752219 10.220991 0.061 0.074 0.053
H -5.051951 0.035847 9.217126 0.078 -0.069 0.082
H -4.607463 -0.412658 7.742381 -0.009 -0.054 -0.006
H -1.332522 0.275956 7.689364 0.050 0.008 0.075
H -2.789998 0.905897 6.902864 0.007 0.011 -0.008
C -1.883263 0.926408 0.077670 -0.016 0.132 -0.021
C -1.246963 2.000199 0.955494 0.040 -0.056 -0.041
C -0.593261 1.444621 2.219354 0.024 0.015 0.026
C -1.549152 0.734597 3.178786 -0.034 -0.059 -0.020
C -2.719864 1.587382 3.665264 0.045 0.052 0.057
C -2.287342 2.820600 4.453049 -0.076 -0.066 -0.035
H -2.689646 0.406265 0.596474 0.010 -0.019 0.006
H -2.306152 1.367438 -0.828173 -0.003 -0.035 -0.017
H -1.142145 0.184006 -0.226659 -0.004 -0.028 0.022
H -1.998623 2.747941 1.220889 0.004 0.005 0.026
H -0.485288 2.527602 0.373416 -0.014 0.020 -0.004
H -0.091097 2.260019 2.745408 -0.011 -0.004 0.018
H 0.196365 0.742244 1.929828 0.001 0.003 -0.020
H -0.977184 0.395843 4.047338 -0.009 0.017 0.020
H -1.938731 -0.171856 2.703255 0.017 0.003 -0.010
H -3.353389 0.966595 4.304237 -0.018 0.005 -0.004
H -3.345533 1.887493 2.817508 -0.001 -0.032 -0.016
H -1.694753 2.536580 5.324106 0.028 0.074 0.013
H -3.154765 3.370370 4.817162 0.026 0.010 0.066
H -1.693249 3.504098 3.842415 0.015 -0.008 -0.001
C -1.615109 -1.882511 -2.516677 -0.027 -0.065 -0.101
C -0.757554 -2.035822 -3.768900 -0.003 0.015 0.089
C 0.305628 -0.947477 -3.904401 0.060 -0.014 -0.039
C -0.236214 0.477552 -4.020133 -0.023 0.009 0.050
C -1.191053 0.705471 -5.190037 0.066 0.033 -0.052
C -0.548193 0.460428 -6.552743 -0.093 0.003 0.032
H -2.175055 -0.946590 -2.524570 0.002 0.007 0.033
H -2.336830 -2.696410 -2.434522 -0.001 0.001 0.021
H -0.994073 -1.894263 -1.619353 -0.009 0.026 0.020
H -1.399758 -2.049448 -4.654317 0.018 0.010 -0.021
H -0.256145 -3.007075 -3.743030 -0.008 -0.007 -0.019
H 0.933160 -1.170235 -4.772246 -0.001 -0.009 0.011
H 0.969593 -0.993566 -3.035043 0.002 -0.014 0.005
H 0.611878 1.163616 -4.117141 0.001 0.006 -0.010
H -0.738962 0.754710 -3.089474 0.007 -0.009 0.003
H -1.550972 1.736613 -5.147056 -0.024 -0.005 0.002
H -2.075235 0.071256 -5.083010 -0.004 -0.004 0.020
H 0.320077 1.108251 -6.693565 0.028 -0.021 0.002
H -1.253457 0.667627 -7.359030 0.019 0.002 -0.018
H -0.218767 -0.574102 -6.663418 0.015 0.002 -0.004
C 5.739757 -3.354293 -7.542619 0.040 0.076 -0.019
C 6.306710 -2.287062 -6.610856 -0.001 -0.082 -0.002
C 5.620434 -2.241981 -5.246676 0.010 0.028 0.021
C 4.128052 -1.910273 -5.288812 -0.028 -0.035 -0.022
C 3.783056 -0.584372 -5.963635 -0.019 0.062 0.069
C 4.383079 0.630606 -5.261985 -0.038 -0.017 -0.086
H 4.688687 -3.173005 -7.771677 -0.009 -0.009 0.006
H 6.282152 -3.372959 -8.489044 -0.004 -0.021 -0.003
H 5.819772 -4.345607 -7.091703 -0.028 -0.009 0.009
H 6.243827 -1.308833 -7.095244 0.001 0.015 0.015
H 7.371437 -2.480529 -6.456023 0.008 0.021 -0.010
H 6.138335 -1.516530 -4.613536 -0.012 0.005 0.005
H 5.746054 -3.211558 -4.754570 0.010 -0.008 -0.007
H 3.746853 -1.894059 -4.262935 -0.012 0.014 0.001
H 3.588086 -2.716133 -5.794404 0.008 -0.007 0.004
H 2.695195 -0.479292 -5.979221 0.001 0.009 -0.043
H 4.100589 -0.597016 -7.010231 0.002 -0.029 -0.005
H 4.049025 0.682114 -4.223642 0.026 -0.008 0.019
H 4.077732 1.553951 -5.756329 0.004 0.013 0.019
H 5.473786 0.602503 -5.265646 0.005 0.001 0.020